Entry 1:
{"formula": "C11H44O11", "method": "ωB97M-V/def2-TZVPD", "symbols": ["C", "O", "H", "H", "H", "H", "C", "O", "H", "H", "H", "H", "C", "O", "H", "H", "H", "H", "C", "O", "H", "H", "H", "H", "C", "O", "H", "H", "H", "H", "C", "O", "H", "H", "H", "H", "C", "O", "H", "H", "H", "H", "C", "O", "H", "H", "H", "H", "C", "O", "H", "H", "H", "H", "C", "O", "H", "H", "H", "H", "C", "O", "H", "H", "H", "H"], "xyz": [[-0.798, 2.663, -1.614], [-0.293, 2.844, -0.316], [-0.647, 1.615, -1.874], [-1.825, 3.023, -1.684], [-0.151, 3.259, -2.257], [-0.984, 2.697, 0.335], [0.678, 0.501, -3.478], [0.563, -0.478, -2.451], [-0.122, 0.474, -4.218], [0.746, 1.532, -3.128], [1.646, 0.425, -3.973], [0.418, 0.001, -1.632], [1.684, 2.775, -2.253], [2.677, 2.136, -2.956], [2.107, 3.545, -1.608], [0.970, 3.128, -2.997], [1.281, 2.007, -1.593], [2.691, 2.394, -3.881], [-1.611, -1.428, 2.265], [-2.909, -1.011, 2.714], [-1.696, -2.446, 1.884], [-1.348, -0.595, 1.612], [-0.959, -1.412, 3.139], [-3.472, -0.689, 2.006], [0.617, -1.774, 2.787], [1.627, -0.836, 3.177], [-0.071, -1.583, 1.964], [1.090, -2.714, 2.501], [-0.068, -2.056, 3.587], [2.437, -1.346, 3.247], [-2.089, -2.123, -0.096], [-3.005, -1.239, -0.700], [-2.407, -2.554, 0.853], [-1.759, -2.940, -0.737], [-1.257, -1.435, 0.053], [-3.143, -0.473, -0.138], [0.193, -0.472, -0.157], [0.447, 0.792, -0.827], [-0.236, -0.478, 0.846], [-0.407, -1.173, -0.737], [1.134, -1.022, -0.166], [1.026, 1.235, -0.202], [0.068, -2.944, -0.250], [0.663, -4.122, -0.705], [0.867, -2.369, 0.219], [-0.295, -2.379, -1.108], [-0.756, -3.045, 0.457], [1.078, -4.500, 0.075], [-2.744, 0.802, 0.718], [-3.610, -0.283, 0.680], [-2.902, 1.402, 1.614], [-1.708, 0.465, 0.752], [-2.881, 1.521, -0.090], [-4.459, 0.155, 0.779], [3.141, 0.832, -0.590], [3.252, 0.278, 0.739], [4.087, 0.788, -1.128], [2.441, 0.245, -1.185], [2.815, 1.869, -0.668], [2.323, 0.359, 0.969], [0.855, 1.335, 1.998], [1.391, 0.311, 1.174], [-0.121, 1.063, 2.401], [1.548, 1.713, 2.750], [0.603, 2.195, 1.378], [1.566, -0.458, 1.722]], "nbo_charge": [-0.288, -0.744, 0.220, 0.160, 0.186, 0.460, -0.259, -0.774, 0.151, 0.163, 0.168, 0.448, -0.329, -0.735, 0.181, 0.166, 0.251, 0.472, -0.328, -0.772, 0.186, 0.167, 0.178, 0.455, -0.304, -0.705, 0.242, 0.180, 0.186, 0.508, -0.325, -0.773, 0.127, 0.188, 0.197, 0.426, -0.342, -0.892, 0.194, 0.230, 0.208, 0.632, -0.213, -0.697, 0.135, 0.189, 0.152, 0.454, -0.329, -0.607, 0.209, 0.220, 0.214, 0.511, -0.300, -0.822, 0.202, 0.174, 0.144, 0.413, -0.299, -0.679, 0.177, 0.224, 0.222, 0.545], "e_lumo_ev": -0.1, "gap_ev": 8.19, "total_energy_ev": -34607.880, "charge": 0}

=====

Entry 2:
{"formula": "C34H69ClFN2O5S2", "method": "ωB97M-V/def2-TZVPD", "symbols": ["C", "C", "C", "C", "N", "C", "C", "C", "C", "C", "C", "O", "C", "O", "C", "C", "O", "C", "O", "C", "F", "C", "C", "O", "C", "C", "Cl", "C", "C", "C", "S", "S", "C", "C", "C", "H", "H", "H", "H", "H", "H", "H", "H", "H", "H", "H", "H", "H", "H", "H", "H", "H", "H", "H", "H", "H", "H", "H", "H", "H", "H", "H", "H", "H", "H", "H", "H", "H", "H", "H", "H", "H", "H", "H", "H", "H", "H", "H", "H", "H", "H", "H", "H", "H", "C", "C", "C", "C", "N", "C", "C", "C", "C", "C", "H", "H", "H", "H", "H", "H", "H", "H", "H", "H", "H", "H", "H", "H", "H", "H", "H", "H", "H", "H"], "xyz": [[6.194, 1.240, 1.568], [5.469, 0.463, 2.817], [3.872, 0.272, 2.432], [3.032, 1.694, 2.567], [2.019, 1.640, 3.690], [0.775, 0.837, 3.298], [-0.208, 0.492, 4.564], [-1.529, -0.436, 4.152], [-2.720, 0.544, 3.597], [-3.625, -0.138, 2.369], [-3.849, -1.755, 2.583], [-5.140, -2.257, 2.025], [-5.043, -2.472, 0.573], [-6.268, -1.995, -0.089], [-6.011, -1.491, -1.447], [-6.064, 0.168, -1.567], [-4.809, 0.677, -2.156], [-5.141, 0.548, 2.544], [-4.950, 2.019, 2.408], [-6.043, 2.753, 3.064], [-5.684, 4.215, 2.951], [-7.528, 2.525, 2.386], [-8.133, 3.891, 1.681], [-3.168, 0.248, 1.025], [-1.886, -0.378, 0.665], [-1.359, 0.282, -0.779], [-0.578, 1.959, -0.396], [-0.316, -0.696, -1.587], [1.249, -0.585, -1.109], [1.653, 3.076, 4.062], [1.334, 3.532, 5.693], [1.576, 4.424, 2.765], [-0.179, 4.806, 2.233], [-0.098, 5.288, 0.648], [-1.572, 5.441, -0.062], [5.380, 1.498, 0.760], [6.699, 2.206, 2.009], [6.997, 0.529, 1.047], [5.654, 1.073, 3.803], [5.914, -0.618, 2.915], [3.792, -0.043, 1.292], [3.361, -0.502, 3.154], [3.850, 2.512, 2.862], [2.567, 1.999, 1.520], [0.223, 1.381, 2.401], [1.152, -0.210, 2.874], [-0.672, 1.532, 4.919], [0.380, 0.069, 5.491], [-1.827, -1.030, 5.143], [-1.195, -1.273, 3.378], [-3.493, 0.681, 4.496], [-2.354, 1.637, 3.333], [-2.952, -2.424, 2.236], [-3.945, -1.919, 3.762], [-4.980, -3.646, 0.406], [-4.101, -1.999, 0.063], [-5.029, -1.946, -1.946], [-6.908, -1.872, -2.137], [-6.943, 0.534, -2.286], [-6.245, 0.673, -0.524], [-4.668, 1.609, -1.761], [-5.643, 0.231, 3.554], [-5.808, 0.237, 1.605], [-6.101, 2.503, 4.217], [-7.524, 1.673, 1.579], [-8.234, 2.145, 3.270], [-7.459, 4.098, 0.724], [-9.241, 3.733, 1.331], [-8.145, 4.820, 2.427], [-1.013, -0.197, 1.422], [-1.953, -1.556, 0.504], [-2.291, 0.478, -1.465], [-0.660, -1.806, -1.398], [-0.399, -0.456, -2.754], [1.421, -0.035, -0.090], [1.700, -1.685, -1.002], [1.860, -0.032, -1.971], [-0.577, 5.690, 2.903], [-0.943, 3.904, 2.391], [0.413, 6.348, 0.651], [0.626, 4.526, 0.112], [-1.910, 6.576, -0.049], [-1.428, 5.159, -1.202], [-2.385, 4.705, 0.360], [7.444, -2.800, -3.314], [6.613, -1.556, -3.590], [5.260, -1.534, -2.879], [4.311, -2.730, -3.043], [3.699, -2.967, -4.441], [4.668, -3.541, -5.480], [4.711, -5.019, -5.177], [3.265, -5.351, -4.908], [2.634, -4.099, -4.314], [3.040, -1.700, -4.964], [6.880, -3.724, -3.455], [8.302, -2.837, -3.993], [7.823, -2.792, -2.288], [6.476, -1.411, -4.665], [7.191, -0.684, -3.260], [4.742, -0.603, -3.139], [5.467, -1.447, -1.803], [3.454, -2.547, -2.380], [4.773, -3.665, -2.714], [4.235, -3.363, -6.472], [5.637, -3.057, -5.428], [5.322, -5.227, -4.292], [5.127, -5.599, -6.007], [3.164, -6.216, -4.240], [2.755, -5.611, -5.846], [2.367, -4.223, -3.261], [1.743, -3.802, -4.878], [3.814, -0.952, -5.150], [2.323, -1.352, -4.215], [2.524, -1.932, -5.901]], "mulliken_charge": [-0.779, -0.537, -0.250, -0.529, 0.124, 0.172, -0.895, -0.287, -0.385, 1.020, -0.707, -0.368, 0.103, -0.334, -0.439, 0.429, -0.583, -1.140, -0.151, 0.176, -0.379, -0.243, -0.941, -0.084, 0.020, 0.008, -0.026, -0.540, -0.210, -0.010, -0.136, -0.139, 0.155, -0.484, -0.793, 0.205, 0.260, 0.218, 0.331, 0.307, -0.134, 0.317, 0.515, 0.173, -0.173, 0.202, 0.152, 0.299, 0.399, 0.201, 0.354, -0.114, 0.238, 0.289, 0.229, -0.062, 0.248, 0.286, 0.318, -0.273, 0.324, 0.437, 0.114, 0.263, 0.109, 0.306, 0.231, 0.334, 0.254, -0.497, 0.166, 0.176, 0.260, 0.327, -0.096, 0.106, 0.167, 0.413, -0.303, 0.392, 0.205, 0.345, 0.200, 0.133, -1.150, -0.715, -0.619, -0.433, 0.369, -0.458, -0.508, -0.659, -0.433, -1.065, 0.195, 0.352, 0.379, 0.291, 0.473, 0.284, 0.451, -0.064, 0.575, 0.466, 0.137, 0.116, 0.543, 0.359, 0.273, 0.275, 0.384, 0.364, 0.342, 0.490], "e_lumo_ev": -2.4, "gap_ev": 7.16, "total_energy_ev": -86485.299, "charge": 1}

=====

Entry 3:
{"formula": "C6H19AgNO4", "method": "ωB97M-V/def2-TZVPD", "symbols": ["Ag", "O", "H", "O", "H", "C", "C", "O", "H", "H", "H", "H", "H", "H", "C", "C", "C", "O", "C", "N", "H", "H", "H", "H", "H", "H", "H", "H", "H", "H", "H"], "xyz": [[-1.076, 0.607, -0.055], [-3.305, 0.927, 0.825], [-3.650, 0.566, -0.004], [-0.887, 2.951, 0.192], [0.077, 3.028, 0.211], [-2.718, -1.340, -2.436], [-2.756, -2.328, -1.273], [-2.169, -1.721, -0.115], [-3.203, -0.410, -2.150], [-3.250, -1.771, -3.295], [-1.691, -1.184, -2.766], [-2.126, -3.189, -1.525], [-3.776, -2.666, -1.087], [-2.842, -1.659, 0.573], [2.700, 0.418, 2.783], [1.688, 0.766, 1.698], [2.367, 0.655, 0.324], [1.426, 0.879, -0.702], [1.920, 0.616, -1.973], [0.399, 0.066, 1.803], [3.536, 1.118, 2.812], [3.140, -0.576, 2.590], [2.214, 0.303, 3.753], [1.446, 1.833, 1.779], [2.776, -0.369, 0.247], [3.124, 1.445, 0.257], [1.127, 0.847, -2.689], [2.153, -0.451, -2.114], [2.771, 1.255, -2.250], [0.053, 0.332, 2.722], [0.530, -0.945, 1.865]], "nbo_charge": [0.857, -1.310, 0.378, -1.307, 0.380, -0.633, -0.061, -0.752, 0.235, 0.189, 0.203, 0.147, 0.161, 0.506, -0.623, -0.086, -0.056, -0.530, -0.243, -0.830, 0.207, 0.187, 0.211, 0.218, 0.147, 0.171, 0.202, 0.153, 0.156, 0.374, 0.348], "e_lumo_ev": 3.0, "gap_ev": 5.33, "total_energy_ev": -20206.758, "charge": -1}

=====

Look up the charge of the second one. +1

=====

Which value of charge does entry 2 give? +1